# 1
The following is a quantum chemistry calculation of C4H7NS2 in the gas phase, from the Open Molecules 2025 dataset.

Properties
Orbital gap, eV: 9.457
LUMO level, eV: 0.7216
Relative energy (zero: lowest compared OMol25 entry of this formula, charge and spin), kcal/mol: 11.91
Strongest force on any atom, eV/A: 3.4

The geometry in XYZ format:
```
14
Properties=species:S:1:pos:R:3:forces:R:3
C -0.16528 -1.50836 -1.33407 0.0 0.0 -0.1
C 0.38459 -0.28477 -0.65517 -1.9 2.5 0.9
S 1.57485 0.51607 -1.76282 -0.1 -0.3 -0.2
N -0.83669 0.82285 -0.41751 2.0 -2.2 -1.5
C -0.92666 1.13705 0.78367 0.1 0.1 0.8
C -0.07748 0.54804 1.86301 0.4 -0.4 0.0
S 1.03896 -0.62180 1.02745 -0.2 0.1 -0.1
H -0.52655 -1.24364 -2.32543 -0.1 0.0 -0.1
H -0.97801 -1.93210 -0.75162 0.0 0.0 0.1
H 0.62842 -2.24655 -1.43258 0.0 -0.1 0.0
H 1.73545 1.62509 -1.04369 0.0 0.1 0.2
H -1.66438 1.87399 1.07606 -0.2 0.2 0.0
H 0.50559 1.30530 2.38824 -0.1 0.1 0.0
H -0.69282 0.00884 2.58446 0.0 0.1 0.0
```
Forces are in eV/Å.

# 2
The following is a quantum chemistry calculation of C24H28ClN3O2 in the gas phase, from the Open Molecules 2025 dataset.

Properties
Orbital gap, eV: 8.495
LUMO level, eV: 0.3311
Relative energy (zero: lowest compared OMol25 entry of this formula, charge and spin), kcal/mol: 5.81
Strongest force on any atom, eV/A: 1.1

The geometry in XYZ format:
```
58
Properties=species:S:1:pos:R:3:forces:R:3
C 7.76759 -1.29820 -3.04706 -0.2 0.2 0.0
C 6.60553 -0.46048 -2.52764 0.1 -0.2 0.2
C 6.16196 -0.90895 -1.13733 -0.2 0.3 -0.1
C 4.97750 -0.06573 -0.64232 0.1 -0.2 0.0
N 4.41489 -0.38580 0.65677 0.0 -0.1 0.0
C 5.05221 0.21927 1.80950 0.1 0.0 0.0
C 6.42629 -0.31176 2.23610 -0.3 0.1 -0.1
C 4.01316 -1.77197 0.80144 -0.2 0.1 0.2
C 2.87425 -1.94255 1.82022 0.2 -0.2 -0.3
N 1.79148 -1.02399 1.56057 0.2 0.1 0.2
C 0.84108 -1.29588 0.63638 -0.3 0.3 0.2
O 0.69316 -2.39586 0.13916 0.0 -0.3 -0.2
C -0.09318 -0.16536 0.35105 -0.6 -0.3 -0.3
C -1.40934 -0.47589 0.27368 1.0 -0.3 0.2
N -2.39574 0.44188 0.08124 0.0 0.3 0.0
C -3.73317 -0.01628 -0.03888 -0.6 -0.2 -0.1
C -4.75906 0.59132 0.67457 0.1 -0.1 0.0
C -6.05700 0.13422 0.54183 0.0 -0.1 0.0
C -6.32557 -0.93430 -0.29895 0.3 0.0 0.0
Cl -7.94585 -1.50852 -0.46093 -0.2 -0.1 0.0
C -5.30826 -1.54778 -1.01382 -0.2 0.0 0.1
C -4.01330 -1.08387 -0.88550 0.1 0.2 0.1
C -2.12375 1.80688 -0.04272 -0.2 0.1 0.0
O -3.02200 2.61570 -0.17486 0.0 0.1 0.0
C -0.70372 2.15849 -0.03944 0.5 0.1 0.1
C -0.37230 3.50020 -0.25036 -0.1 0.0 0.0
C 0.94357 3.89356 -0.31713 -0.1 0.1 0.0
C 1.95163 2.94015 -0.19614 0.0 -0.1 0.0
C 1.64756 1.61515 0.02065 0.0 0.0 -0.1
C 0.31252 1.19792 0.12930 -0.3 0.3 0.0
H 7.48176 -2.34553 -3.11581 0.0 -0.1 0.0
H 8.07138 -0.96016 -4.03494 0.1 0.0 -0.1
H 8.62362 -1.22073 -2.37992 0.1 0.0 0.0
H 5.76304 -0.54101 -3.21841 0.0 0.1 0.0
H 6.90315 0.59037 -2.49152 -0.1 0.1 0.0
H 5.86929 -1.95984 -1.17784 0.0 -0.1 0.0
H 7.00382 -0.82431 -0.45007 0.0 -0.1 0.1
H 4.16734 -0.16569 -1.37649 0.1 0.1 -0.1
H 5.27252 0.98697 -0.61937 0.0 0.0 -0.1
H 5.13669 1.29062 1.60195 -0.1 0.0 0.1
H 4.36533 0.10735 2.65388 0.0 0.1 0.0
H 7.19432 -0.04418 1.51619 0.1 0.0 0.0
H 6.69581 0.12387 3.19530 0.1 0.0 0.1
H 6.40898 -1.39317 2.34585 0.1 -0.1 0.0
H 3.63271 -2.09747 -0.16938 0.0 -0.1 0.0
H 4.83824 -2.44209 1.08777 0.0 0.0 -0.1
H 2.47627 -2.95533 1.72585 0.1 0.1 0.1
H 3.22524 -1.79099 2.84234 0.0 -0.1 0.0
H 1.91583 -0.07253 1.86557 -0.1 0.0 -0.1
H -1.73085 -1.49886 0.40568 0.0 0.0 0.0
H -4.54482 1.42311 1.32493 0.0 0.0 0.0
H -6.85730 0.60358 1.09134 -0.1 0.0 0.0
H -5.52939 -2.37456 -1.66998 0.0 -0.1 0.0
H -3.21853 -1.54458 -1.45281 0.1 0.0 -0.1
H -1.18045 4.20583 -0.36993 0.0 0.1 0.0
H 1.19548 4.93035 -0.48027 0.0 0.1 0.0
H 2.98591 3.24057 -0.27909 0.1 0.0 0.0
H 2.44878 0.89457 0.08177 0.1 -0.1 0.1
```
Forces are in eV/Å.

# 3
The following is a quantum chemistry calculation of 2 unconnected molecules or ions with the total composition C4H6BrNO2, from the Open Molecules 2025 dataset.

Properties
Orbital gap (spin up / spin down), eV: 7.045 / 9.119
LUMO level (spin up / spin down), eV: -1.7666 / -0.8131
Relative energy (zero: lowest compared OMol25 entry of this formula, charge and spin), kcal/mol: 171.76
Strongest force on any atom, eV/A: 3.4

The geometry in XYZ format:
```
14
Properties=species:S:1:pos:R:3:forces:R:3
C -0.30012 0.60464 -0.37613 -0.8 -0.3 -0.7
C 0.06578 2.00841 -0.12453 -0.9 0.1 0.1
C -0.86717 1.36617 0.77150 -1.9 1.2 -2.6
C 0.74093 -0.41652 -0.16260 2.3 -0.5 -1.5
N 3.66078 2.16105 0.64936 0.4 0.0 0.1
O 4.47775 1.75564 -0.10581 -0.2 0.0 -0.1
O 2.48044 2.30761 0.61159 0.0 0.1 0.1
Br -2.79351 1.98018 0.34349 0.7 -0.2 0.2
H -0.96420 0.39040 -1.22033 0.0 0.2 0.3
H -0.18498 2.89355 -0.69060 0.5 0.1 0.0
H -1.00749 1.17741 1.76687 0.7 -0.7 2.3
H 1.37683 -0.37232 -1.17406 -1.0 -0.5 2.4
H 0.47042 -1.45156 0.10808 -0.4 0.5 -0.6
H 1.33788 -0.06649 0.67412 0.6 -0.1 -0.1
```
Forces are in eV/Å.

# 4
The following is a quantum chemistry calculation of a gas-phase ion, C9H20N5 (charge +1), from the Open Molecules 2025 dataset.

Properties
Orbital gap, eV: 7.132
LUMO level, eV: -3.9879
Relative energy (zero: lowest compared OMol25 entry of this formula, charge and spin), kcal/mol: 56.21
Strongest force on any atom, eV/A: 4.2
Total charge: +1

The geometry in XYZ format:
```
34
Properties=species:S:1:pos:R:3:forces:R:3
H -0.65560 -2.19219 -2.19862 0.6 0.3 -0.2
N -0.41947 -1.58970 -1.42106 -3.0 -0.1 1.4
C 0.80834 -1.31548 -1.21993 -1.6 -1.3 -1.4
N 1.69562 -1.77063 -2.13530 1.8 0.7 1.0
N 1.13234 -0.61979 -0.10261 2.6 1.3 0.2
C 2.53105 -0.42698 0.31005 2.0 -3.1 -1.3
C 3.54823 0.46082 -0.42407 -0.1 0.2 1.3
N 4.00409 -0.17579 -1.66362 -0.2 0.1 0.9
C 0.10075 -0.20737 0.88327 0.2 -1.9 -3.8
C -0.69673 1.05758 0.39407 -0.7 -2.4 0.5
C -2.15636 0.90920 0.69424 -0.8 0.8 1.1
C -2.86274 -0.13016 0.03061 -1.8 -0.7 0.5
N -4.17151 -0.31598 0.02541 0.9 2.3 0.3
C -2.86384 2.11672 1.27629 -2.1 -1.2 0.1
C -2.53459 1.01020 2.20407 2.5 2.6 -1.5
H 2.46789 -1.16857 -2.32602 0.9 0.0 -0.3
H 1.49040 -2.53786 -2.73329 -0.4 0.0 -0.2
H 3.16206 -1.40825 0.40192 -1.5 0.6 -0.8
H 2.56870 -0.29156 1.33682 -0.4 1.4 2.0
H 3.02082 1.36789 -0.59955 0.0 1.1 -0.6
H 4.35826 0.68930 0.35903 -0.9 -0.4 -1.2
H 4.79175 0.29701 -2.07549 0.1 0.3 -0.1
H 4.34000 -1.07452 -1.35014 0.3 -0.4 -0.3
H 0.67219 -0.16811 1.75750 0.3 1.1 1.6
H -0.40976 -1.19705 0.95791 -1.0 1.2 0.2
H -0.26918 1.90146 0.80796 0.5 1.8 1.7
H -0.70087 1.37512 -0.61820 0.9 -0.9 -1.5
H -2.24233 -0.86519 -0.42137 0.7 -1.2 -0.6
H -4.79923 0.47293 0.21005 0.4 -0.4 0.4
H -4.66261 -1.14185 -0.21336 0.2 -1.0 -0.7
H -3.94883 2.34554 1.12970 1.1 -0.3 -0.2
H -2.23807 2.93347 1.25490 1.0 1.9 0.1
H -1.74353 1.14357 2.91286 0.6 -0.1 0.0
H -3.31723 0.51624 2.55595 -3.2 -2.4 1.3
```
Forces are in eV/Å.

# 5
The following is a quantum chemistry calculation of C2H4N2S3 in the gas phase, from the Open Molecules 2025 dataset.

Properties
Orbital gap, eV: 7.530
LUMO level, eV: -1.0543
Relative energy (zero: lowest compared OMol25 entry of this formula, charge and spin), kcal/mol: 85.15
Strongest force on any atom, eV/A: 2.8

The geometry in XYZ format:
```
11
Properties=species:S:1:pos:R:3:forces:R:3
C -1.82051 -0.00870 -0.19809 -2.2 -1.3 0.2
C 1.02412 0.34986 0.00789 -1.2 -1.2 0.0
N -0.93884 0.18146 -1.34769 1.4 0.7 -0.2
N 0.24031 0.34588 -1.13358 0.2 0.7 -1.0
S -1.11821 0.20485 1.41263 0.9 0.5 -0.8
S 1.51592 -1.35352 0.33391 2.4 0.7 -0.8
S 2.36174 1.50636 -0.02342 -0.2 -0.5 0.9
H -2.74393 0.69680 -0.38834 1.6 -1.8 0.2
H -1.99368 -1.18503 -0.47048 -0.4 2.6 0.9
H 0.39642 -1.53886 0.89405 -2.1 -0.8 1.2
H 3.07666 0.80091 0.91313 -0.4 0.5 -0.5
```
Forces are in eV/Å.

# 6
The following is a quantum chemistry calculation of 2 unconnected molecules or ions with the total composition C4H13N2O, from the Open Molecules 2025 dataset.

Properties
Orbital gap, eV: 11.127
LUMO level, eV: -3.0807
Relative energy (zero: lowest compared OMol25 entry of this formula, charge and spin), kcal/mol: 11.51
Strongest force on any atom, eV/A: 2.1
Total charge: +1

The geometry in XYZ format:
```
20
Properties=species:S:1:pos:R:3:forces:R:3
C -0.07027 1.39626 -1.83746 0.0 0.5 -0.1
C 0.64498 1.47720 -0.50828 0.4 -0.5 -0.7
O 0.14496 1.12866 0.55813 -0.6 0.0 0.2
N 1.93458 1.85202 -0.55916 0.3 0.5 0.8
H 0.37214 0.64183 -2.49037 -0.1 -0.1 0.1
H 0.04665 2.35183 -2.35363 0.0 0.0 0.0
H 2.32718 2.11824 0.33397 0.1 -0.3 0.0
H 2.42540 2.22185 -1.35473 -0.4 0.0 -0.3
H -1.13996 1.24456 -1.70948 0.1 -0.2 0.1
C -0.58350 -2.12308 0.30076 1.7 -1.2 -0.1
C -0.21866 -2.57383 1.70505 -1.1 0.7 0.8
N -1.54267 -1.01482 0.29958 -2.0 0.0 0.8
H 0.32357 -1.84267 -0.23040 -0.1 0.5 0.0
H -0.94461 -2.99577 -0.24131 -0.6 0.3 -0.2
H -0.22452 -1.72933 2.38782 0.5 0.5 0.0
H 0.75881 -3.03376 1.75985 0.0 -0.3 -0.1
H -2.27961 -1.24299 0.97704 0.0 -0.1 -0.1
H -1.19907 -0.08692 0.62972 1.0 0.1 -0.5
H -2.05057 -0.88818 -0.57645 0.4 0.0 -0.2
H -1.01089 -3.18602 2.15744 0.4 -0.4 -0.4
```
Forces are in eV/Å.